{
  "formula": "H41O20",
  "method": "ωB97M-V/def2-TZVPD",
  "molar_mass_g_mol": 361.308,
  "e_above_lowest_kj_mol": 386.8,
  "e_tot_ha": -1529.0590,
  "charge": 1,
  "homo_lumo_gap_ha": 0.37414,
  "fmax_ha_per_bohr": 0.0688,
  "elements": ["O", "H", "O", "H", "H", "O", "H", "H", "O", "H", "H", "O", "H", "H", "O", "H", "H", "O", "H", "H", "O", "H", "H", "O", "H", "H", "O", "H", "H", "O", "H", "H", "O", "H", "H", "O", "H", "H", "O", "H", "H", "O", "H", "H", "O", "H", "H", "O", "H", "H", "O", "H", "H", "O", "H", "H", "O", "H", "H", "H", "H"],
  "xyz": [[1.728, -3.093, -2.119], [-1.898, -0.995, 5.815], [-1.329, 1.003, 3.193], [-0.860, 0.298, 2.647], [-0.182, 1.414, 3.577], [-3.766, -1.194, -3.953], [-4.565, -1.671, -3.710], [-3.037, -1.583, -3.464], [-1.183, 0.515, -1.281], [-1.167, 1.009, -2.109], [-3.973, 0.630, 3.338], [3.921, 2.737, 1.359], [1.164, 2.638, -0.351], [-1.985, -0.015, -1.352], [1.167, 2.827, 0.673], [-0.774, -1.721, 1.888], [2.115, 2.969, 0.848], [0.298, -3.194, -4.558], [-0.767, -1.179, 4.790], [-0.033, -2.686, 2.762], [2.003, 1.524, -1.215], [1.986, 1.984, -2.073], [2.861, 1.811, -0.828], [-5.366, 2.477, 1.079], [-4.948, 3.323, 1.185], [4.553, 3.355, 0.952], [4.165, -1.936, -1.575], [3.288, -1.809, -1.190], [3.933, -2.344, -2.416], [-0.303, 0.253, 0.953], [0.643, 0.072, 1.127], [-0.630, -3.436, -4.650], [0.260, 1.480, -3.934], [-0.585, 1.578, -4.400], [0.757, 0.991, -4.598], [-1.438, 4.062, 1.420], [-0.622, 3.664, 1.771], [-1.643, 4.541, 2.238], [2.104, -3.679, 0.654], [-1.478, 0.462, 3.997], [1.984, -4.606, 0.897], [-0.945, -1.115, 5.737], [-0.181, 0.785, 0.108], [1.940, -3.922, -1.690], [-4.380, -0.229, 3.454], [3.382, 0.968, -4.514], [-4.310, -0.817, 2.702], [2.650, 0.337, -4.548], [3.140, -0.417, -4.173], [2.966, -3.713, 0.202], [-0.367, -1.779, 2.766], [0.982, -3.051, -2.735], [0.384, -2.245, -4.697], [0.642, 2.296, 3.132], [0.576, 2.180, 2.109], [1.555, 2.463, 3.382], [-1.201, -2.999, -0.171], [-0.568, -3.683, -0.422], [-0.886, -2.258, -0.709], [3.820, 2.845, 2.308], [-5.598, 1.878, 0.375]],
  "forces_ev_per_angstrom": [[0.36, 1.36, 0.12], [-0.07, -0.23, 0.07], [2.46, -1.68, 1.92], [-1.03, 0.72, -0.79], [-0.92, 1.42, -1.44], [0.13, 0.32, -0.12], [0.09, -0.11, 0.08], [-0.16, -0.25, 0.10], [-0.50, 0.05, -1.19], [0.30, 0.03, -0.12], [-0.07, -0.08, -0.85], [-0.33, -0.22, -0.84], [-0.10, 0.00, 2.67], [-0.02, 0.13, 0.31], [-0.25, 0.37, -1.35], [-0.02, 0.00, -0.11], [-0.12, 0.02, 0.01], [0.11, -0.02, 0.41], [0.00, -0.64, -0.03], [0.10, 0.16, 0.28], [1.08, 0.56, -0.85], [-0.13, -0.60, -0.16], [-0.59, -0.57, -0.26], [-0.77, -1.35, 2.48], [0.19, 0.06, -1.65], [-0.22, -0.14, 0.93], [-0.03, 0.13, 0.07], [0.01, 0.07, -0.08], [0.06, -0.14, 0.05], [2.17, 0.67, -0.49], [-0.50, -0.42, 0.13], [0.02, 0.23, -0.18], [-1.01, 0.00, -0.42], [0.07, 0.37, 0.32], [0.74, -0.17, 0.26], [0.65, -0.04, 1.36], [-0.15, 0.00, -1.02], [-0.70, 0.31, -0.43], [0.46, -0.59, -0.29], [-0.92, 0.23, 0.17], [-0.12, 0.07, 0.24], [-0.01, 0.65, -0.27], [-1.12, -0.90, 1.11], [-0.79, -0.31, -0.41], [-0.17, -0.39, 1.20], [-0.38, 0.45, -0.37], [0.27, 0.51, -0.37], [1.26, -0.42, 0.42], [-0.72, -0.13, -0.13], [-0.18, 0.38, 0.28], [-0.09, -0.15, -0.14], [0.24, -1.15, -0.04], [-0.27, -0.05, -0.26], [-0.60, -0.81, -0.38], [0.71, 0.48, 0.73], [0.01, -0.20, 0.12], [0.25, 0.24, -0.36], [-0.04, -0.07, 0.23], [-0.04, 0.07, 0.26], [0.76, 0.46, -0.11], [0.64, 1.27, -0.82]]
}

=====

{
  "formula": "H41O20",
  "method": "ωB97M-V/def2-TZVPD",
  "molar_mass_g_mol": 361.308,
  "e_above_lowest_kj_mol": 522.8,
  "e_tot_ha": -1529.0072,
  "charge": 1,
  "homo_lumo_gap_ha": 0.34609,
  "fmax_ha_per_bohr": 0.0787,
  "elements": ["O", "H", "O", "H", "H", "O", "H", "H", "O", "H", "H", "O", "H", "H", "O", "H", "H", "O", "H", "H", "O", "H", "H", "O", "H", "H", "O", "H", "H", "O", "H", "H", "O", "H", "H", "O", "H", "H", "O", "H", "H", "O", "H", "H", "O", "H", "H", "O", "H", "H", "O", "H", "H", "O", "H", "H", "O", "H", "H", "H", "H"],
  "xyz": [[-3.213, -3.432, 0.589], [-2.902, -4.173, 0.135], [2.191, 2.050, -0.298], [1.969, 2.293, 0.594], [1.402, 1.679, -0.640], [-1.295, 3.726, 3.071], [-0.611, 4.323, 2.659], [-1.382, 3.873, 4.007], [3.617, 0.915, -3.707], [3.798, 1.595, -4.337], [2.760, 1.160, -3.362], [3.349, 1.235, 2.011], [0.405, -1.787, 3.021], [3.140, 0.477, 1.429], [0.204, -2.117, 2.072], [2.302, -2.923, -3.380], [0.028, -3.023, 2.482], [1.556, -2.266, -3.585], [2.060, -1.800, -4.203], [0.840, 2.598, -4.253], [-2.022, 0.418, -2.226], [-1.097, 0.159, -2.138], [-2.313, 1.159, -2.851], [-2.396, -0.582, 0.159], [-2.709, 0.291, 0.685], [3.941, 1.795, 1.494], [-4.293, -0.862, -2.810], [-3.413, -0.642, -2.262], [-4.011, -1.717, -3.292], [-0.529, 1.643, 1.610], [-1.486, 1.558, 1.598], [-0.123, 2.372, 1.980], [2.651, -1.908, 0.864], [3.232, -1.472, 1.471], [1.923, -2.183, 1.458], [3.736, -1.342, -2.497], [3.059, -0.835, -1.973], [4.282, -0.861, -3.083], [-1.546, 2.870, -0.623], [-0.823, 2.384, -1.144], [-1.123, 3.000, 0.299], [0.208, -0.465, 0.184], [0.553, 0.123, 0.935], [0.603, -1.419, 0.470], [-3.096, 1.727, 1.096], [-2.775, 2.272, 0.190], [-2.964, 2.515, 1.690], [-1.039, -3.241, 3.854], [-1.390, -2.594, 4.427], [-1.206, -4.210, 4.004], [0.441, 2.545, -3.387], [-1.466, -0.905, 0.445], [-0.427, 2.860, -3.341], [0.710, -1.603, 5.161], [0.510, -2.471, 5.558], [0.341, -1.092, 5.890], [0.501, 0.174, -2.633], [0.404, -0.727, -2.832], [0.170, 0.621, -3.454], [-2.812, -3.393, 1.527], [-2.424, -0.365, -0.812]],
  "forces_ev_per_angstrom": [[-0.02, 2.42, 3.24], [0.95, -2.00, -0.75], [0.98, 0.67, -0.31], [0.08, 0.07, 0.73], [-1.14, -0.86, -0.81], [0.73, 0.52, -1.75], [-1.20, -0.50, 1.35], [0.30, 0.51, 0.49], [-0.06, -0.09, -0.09], [0.50, 0.75, -0.73], [-0.45, -0.12, 0.53], [-0.20, -0.54, 0.05], [-0.22, 0.42, -2.02], [0.22, 0.80, 0.14], [0.68, -1.51, 3.59], [-1.84, 1.17, 0.35], [-0.17, 1.16, -1.45], [0.26, -3.12, 1.23], [0.93, 1.87, -1.67], [-0.42, 0.55, -0.44], [-2.38, 1.23, -0.26], [1.34, 0.85, -0.76], [1.09, -1.88, 1.29], [-0.69, 0.67, 1.38], [0.60, -1.42, -0.80], [0.01, -0.24, -0.06], [3.32, -1.53, 0.69], [-3.12, -0.74, -2.35], [-0.83, 1.99, 1.10], [0.92, -3.01, -1.88], [-0.13, 0.62, 0.63], [0.29, 2.10, 1.91], [-0.69, -0.34, 0.04], [0.95, 0.19, 0.42], [0.32, -0.06, -0.32], [-1.26, -1.76, 2.18], [1.52, -0.30, -1.29], [0.24, 1.57, -0.36], [2.11, 0.07, 0.56], [-1.52, 0.78, 1.26], [-0.40, -0.39, -2.30], [1.62, -2.22, 1.77], [-1.01, -1.10, -1.51], [-1.12, 3.50, -1.16], [0.57, 3.10, -1.90], [-0.72, -2.08, 1.80], [-0.68, -1.22, 0.13], [0.52, -3.32, -1.35], [-0.98, 0.34, 1.35], [-0.39, 1.89, 0.65], [2.03, -0.82, 0.66], [-0.17, 1.03, -0.57], [-1.81, 1.23, -0.69], [-0.65, -0.64, 0.94], [0.57, -0.10, -0.77], [0.26, 0.95, -0.15], [-0.54, 2.10, -0.66], [0.59, -2.78, -0.37], [0.83, -0.26, 1.08], [-0.83, -0.47, -2.46], [0.32, 0.29, 0.44]]
}